Computed, not measured: C6H10O as an isolated structure, with ωB97M-V with the def2-TZVPD basis set.

```
17
Properties=species:S:1:pos:R:3:nbo_charge:R:1
C 0.762 -1.850 0.923 -0.63
C 0.094 -0.485 0.892 0.11
O 1.146 0.513 1.030 -0.52
C 0.728 1.122 -0.184 0.10
C 0.697 0.251 -1.389 -0.44
C -0.434 0.210 -0.380 -0.12
C -1.715 1.022 -0.381 -0.60
H 0.070 -2.695 0.881 0.21
H 1.509 -1.961 0.132 0.21
H 1.306 -1.902 1.873 0.22
H -0.655 -0.427 1.695 0.18
H 0.653 2.204 -0.227 0.19
H 0.479 0.714 -2.347 0.23
H 1.420 -0.558 -1.429 0.22
H -2.642 0.474 -0.209 0.21
H -1.620 1.766 0.428 0.21
H -1.797 1.601 -1.309 0.22
```

LUMO: 1.0733 eV
frontier orbital gap: 9.8533 eV
energy above the lowest of the compared OMol25 structures with the same formula, charge and spin: 50.3 kcal per mole
max |F|: 0.55 eV/Å
electronic energy: -309.762152 a.u.

***

Computed, not measured: one molecule with the formula C6H10O, with ωB97M-V with the def2-TZVPD basis set.

```
17
Properties=species:S:1:pos:R:3:nbo_charge:R:1
C 2.199 0.046 -0.123 -0.64
C 0.728 -0.168 0.025 -0.02
C 0.014 -1.098 0.664 -0.19
C -1.466 -0.999 0.352 -0.44
C -1.533 0.170 -0.656 -0.42
C -0.206 0.908 -0.470 0.06
O -0.246 1.901 0.559 -0.72
H 2.474 1.095 0.049 0.22
H 2.446 -0.178 -1.168 0.22
H 2.802 -0.593 0.527 0.22
H 0.422 -1.860 1.324 0.21
H -2.096 -0.832 1.235 0.21
H -1.804 -1.935 -0.108 0.21
H -1.568 -0.214 -1.684 0.21
H -2.396 0.827 -0.513 0.22
H 0.124 1.427 -1.378 0.18
H 0.105 1.502 1.363 0.47
```

LUMO: 0.9526 eV
frontier orbital gap: 10.1811 eV
energy above the lowest of the compared OMol25 structures with the same formula, charge and spin: 4.3 kcal per mole
max |F|: 0.41 eV/Å
electronic energy: -309.835517 a.u.
SMILES: CC1=CCC[C@H]1O

***

Computed, not measured: a 2-piece molecular cluster, C6H10O overall, with ωB97M-V with the def2-TZVPD basis set.

```
17
Properties=species:S:1:pos:R:3:nbo_charge:R:1
C 1.816 -0.684 0.097 -0.45
C 0.749 0.068 0.384 -0.23
C -0.031 0.873 -0.575 -0.26
C -1.382 1.016 -0.447 -0.20
C -1.970 -0.006 0.363 -0.41
C -1.311 -1.211 0.492 0.27
O -0.784 -1.954 -0.494 -0.64
H 2.131 -0.847 -0.932 0.19
H 2.479 -1.022 0.886 0.20
H 0.480 0.228 1.435 0.22
H 0.521 1.311 -1.403 0.22
H -1.954 1.866 -0.839 0.22
H -2.909 0.084 0.898 0.23
H -1.179 -1.703 1.461 0.19
H -0.980 -1.522 -1.343 0.49
H 2.358 1.441 0.054 0.02
H 1.966 2.063 -0.035 -0.04
```

LUMO: 0.5207 eV
frontier orbital gap: 8.1143 eV
energy above the lowest of the compared OMol25 structures with the same formula, charge and spin: 100.2 kcal per mole
max |F|: 0.94 eV/Å
electronic energy: -309.682662 a.u.
SMILES: C=C/C=C\C=C/O.[H][H]

***

Computed, not measured: C6H10O as an isolated structure, with ωB97M-V with the def2-TZVPD basis set.

```
17
Properties=species:S:1:pos:R:3:nbo_charge:R:1
C -0.379 -0.838 -1.863 -0.70
C 0.246 0.191 -0.974 0.66
C 1.516 -0.932 0.075 -0.33
C 2.504 -1.563 0.383 -0.25
O 0.673 1.267 -1.231 -0.54
H -0.678 -1.717 -1.298 0.24
H -1.235 -0.369 -2.353 0.23
H 0.345 -1.121 -2.627 0.26
H 3.344 -2.124 0.720 0.23
C -0.660 1.587 1.470 -0.63
C -0.991 0.306 0.733 -0.63
H -1.528 1.952 2.025 0.22
H 0.167 1.430 2.166 0.22
H -1.164 -0.539 1.412 0.24
H -1.895 0.429 0.136 0.23
H 0.121 -0.338 0.456 0.34
H -0.385 2.379 0.769 0.23
```

LUMO: 0.9424 eV
frontier orbital gap: 10.4455 eV
energy above the lowest of the compared OMol25 structures with the same formula, charge and spin: 127.7 kcal per mole
max |F|: 1.93 eV/Å
electronic energy: -309.638866 a.u.

***

Computed, not measured: a 2-piece molecular cluster, C6H10O overall, with ωB97M-V with the def2-TZVPD basis set.

```
17
Properties=species:S:1:pos:R:3:nbo_charge:R:1
C 0.222 0.193 2.083 -0.60
C 1.258 0.019 0.995 -0.23
C 1.352 -1.270 0.227 -0.42
C 0.814 -0.037 -0.435 -0.44
H 0.565 -0.223 3.037 0.21
H -0.712 -0.315 1.813 0.20
H -0.011 1.253 2.242 0.21
H 2.203 0.526 1.179 0.21
H 2.329 -1.634 -0.073 0.22
H 0.630 -2.051 0.457 0.21
H 1.385 0.464 -1.211 0.22
H -0.256 -0.050 -0.582 0.21
C -2.188 0.816 -1.460 -0.81
C -1.478 0.441 -2.498 0.73
O -0.922 0.054 -3.445 -0.46
H -1.784 1.363 -0.618 0.27
H -3.238 0.774 -1.715 0.27
```

LUMO: 0.9354 eV
frontier orbital gap: 10.3179 eV
energy above the lowest of the compared OMol25 structures with the same formula, charge and spin: 39.4 kcal per mole
max |F|: 0.92 eV/Å
electronic energy: -309.779614 a.u.
SMILES: CC1CC1.C=C=O

***

Computed, not measured: C6H10O as an isolated structure, with ωB97M-V with the def2-TZVPD basis set.

```
17
Properties=species:S:1:pos:R:3:nbo_charge:R:1
C -1.618 0.108 0.070 -0.30
C -0.515 -0.654 0.522 -0.33
C 0.250 -0.682 -0.852 -0.16
C 1.515 -0.124 -0.276 0.02
O 1.789 1.278 -0.440 -0.53
C 0.992 1.566 0.720 -0.06
C 0.758 0.075 1.035 -0.24
H -2.594 -0.371 -0.003 0.20
H -2.000 -1.614 -1.591 -0.02
H -1.570 1.137 -0.249 0.20
H -0.742 -1.606 1.005 0.23
H -1.332 -1.939 -1.701 0.02
H -0.146 -0.387 -1.816 0.20
H 2.412 -0.748 -0.384 0.20
H 0.111 2.172 0.479 0.17
H 1.592 2.079 1.478 0.19
H 1.099 -0.290 2.003 0.22
```

LUMO (alpha / beta): 0.0506 / 0.2173 eV
frontier orbital gap (alpha / beta): 7.9144 / 8.3052 eV
energy above the lowest of the compared OMol25 structures with the same formula, charge and spin: 147.6 kcal per mole
max |F|: 1.07 eV/Å
electronic energy: -309.607121 a.u.

***

Computed, not measured: a 2-piece molecular cluster, C6H10O overall, with ωB97M-V with the def2-TZVPD basis set.

```
17
Properties=species:S:1:pos:R:3:nbo_charge:R:1
C -1.172 1.448 -0.746 -0.40
C -0.120 1.831 -0.013 -0.21
C 1.124 1.107 0.248 -0.37
C 1.576 0.000 -0.354 0.20
O 2.571 -0.784 0.141 -0.67
H -1.183 0.541 -1.341 0.19
H -2.085 2.036 -0.746 0.20
H -0.217 2.756 0.554 0.20
H 1.688 1.451 1.116 0.20
H 1.197 -0.398 -1.291 0.19
H 2.702 -0.541 1.069 0.48
C -0.551 -1.957 -0.052 -0.41
C -1.486 -1.217 0.532 -0.38
H 0.404 -2.162 0.423 0.20
H -0.684 -2.363 -1.053 0.19
H -1.325 -0.754 1.503 0.20
H -2.439 -1.010 0.055 0.19
```

LUMO: 0.8860 eV
frontier orbital gap: 9.1574 eV
energy above the lowest of the compared OMol25 structures with the same formula, charge and spin: 50.4 kcal per mole
max |F|: 0.37 eV/Å
electronic energy: -309.762006 a.u.
SMILES: C=C/C=C/O.C=C

***

Computed, not measured: a 2-piece molecular cluster, C6H10O overall, with ωB97M-V with the def2-TZVPD basis set.

```
17
Properties=species:S:1:pos:R:3:nbo_charge:R:1
C 2.310 -0.535 -0.167 -0.80
C 1.930 0.369 0.929 -0.04
C -0.444 1.011 -0.211 -0.48
C -1.873 1.211 -0.658 -0.15
C -2.329 0.068 -0.141 -0.24
C -1.014 -0.287 0.504 0.08
O -0.482 -1.570 0.269 -0.71
H 2.561 -0.035 -1.109 0.21
H 3.277 -0.839 0.292 0.28
H 1.718 -1.443 -0.330 0.23
H 1.388 -0.277 1.655 0.09
H 0.256 0.820 -1.031 0.22
H -0.006 1.784 0.436 0.24
H -2.350 2.038 -1.176 0.21
H -3.291 -0.433 -0.125 0.21
H -1.005 -0.169 1.592 0.19
H -0.702 -1.824 -0.636 0.47
```

LUMO: 0.2875 eV
frontier orbital gap: 8.7347 eV
energy above the lowest of the compared OMol25 structures with the same formula, charge and spin: 131.2 kcal per mole
max |F|: 0.49 eV/Å
electronic energy: -309.633293 a.u.

***

Computed, not measured: one molecule with the formula C6H10O, with ωB97M-V with the def2-TZVPD basis set.

```
17
Properties=species:S:1:pos:R:3:nbo_charge:R:1
C -1.699 0.420 0.929 -0.41
C -2.109 -0.216 -0.362 -0.42
C -0.936 -0.763 0.415 -0.25
C 0.462 -0.570 -0.112 -0.03
C 0.532 0.585 -1.129 -0.20
C 2.369 0.472 0.169 -0.16
O 1.359 -0.135 0.911 -0.51
H -1.199 1.382 0.865 0.23
H -2.321 0.275 1.807 0.22
H -3.012 -0.818 -0.397 0.22
H -1.907 0.349 -1.270 0.23
H -1.091 -1.712 0.923 0.22
H 0.840 -1.537 -0.494 0.15
H 0.899 0.178 -2.092 0.13
H 1.840 1.172 -0.598 0.20
H 3.023 -0.240 -0.355 0.17
H 2.951 1.158 0.789 0.21
```

LUMO: -0.1060 eV
frontier orbital gap: 8.4572 eV
energy above the lowest of the compared OMol25 structures with the same formula, charge and spin: 125.5 kcal per mole
max |F|: 0.23 eV/Å
electronic energy: -309.642313 a.u.

***

Computed, not measured: one molecule with the formula C6H10O, with ωB97M-V with the def2-TZVPD basis set.

```
17
Properties=species:S:1:pos:R:3:nbo_charge:R:1
C -1.841 -0.593 0.358 -0.62
C -0.781 0.042 -0.520 0.09
O -0.567 1.387 -0.107 -0.53
C 0.726 1.724 -0.593 -0.27
C 1.598 0.539 -0.767 0.16
C 1.154 -0.801 0.915 -0.63
C 0.632 -0.564 -0.492 -0.41
H -2.793 -0.065 0.247 0.22
H -1.556 -0.554 1.414 0.21
H -1.995 -1.639 0.073 0.21
H -1.125 0.033 -1.571 0.16
H 0.682 2.063 -1.656 0.24
H 1.131 2.555 -0.011 0.23
H 2.238 -0.847 0.867 0.24
H 0.893 -0.067 1.659 0.23
H 0.848 -1.753 1.291 0.24
H 0.758 -1.461 -1.106 0.24
```

LUMO: 0.3657 eV
frontier orbital gap: 9.2199 eV
energy above the lowest of the compared OMol25 structures with the same formula, charge and spin: 75.0 kcal per mole
max |F|: 1.13 eV/Å
electronic energy: -309.722865 a.u.

***

Computed, not measured: one molecule with the formula C6H10O, with ωB97M-V with the def2-TZVPD basis set.

```
17
Properties=species:S:1:pos:R:3:nbo_charge:R:1
C -1.479 -0.589 -1.576 -0.64
C -0.651 -0.126 -0.409 -0.02
C -0.975 -0.102 0.890 -0.18
C 0.140 0.332 1.807 -0.45
C 1.238 0.796 0.790 -0.43
C 0.747 0.407 -0.642 0.07
O 1.590 -0.508 -1.335 -0.71
H -0.878 -1.183 -2.278 0.23
H -1.858 0.271 -2.143 0.22
H -2.338 -1.188 -1.260 0.22
H -1.920 -0.462 1.284 0.20
H 0.446 -0.529 2.486 0.20
H -0.069 0.875 2.726 0.23
H 1.541 1.853 0.788 0.22
H 2.124 0.214 1.027 0.22
H 0.722 1.266 -1.330 0.18
H 1.618 -1.328 -0.823 0.46
```

LUMO: 0.9459 eV
frontier orbital gap: 9.9570 eV
energy above the lowest of the compared OMol25 structures with the same formula, charge and spin: 12.5 kcal per mole
max |F|: 1.88 eV/Å
electronic energy: -309.822518 a.u.
SMILES: CC1=CCC[C@H]1O

***

Computed, not measured: one molecule with the formula C6H10O, with ωB97M-V with the def2-TZVPD basis set.

```
17
Properties=species:S:1:pos:R:3:nbo_charge:R:1
C -2.319 -0.056 0.074 -0.61
C -0.873 0.054 -0.384 -0.20
C 0.106 -1.088 -0.004 -0.42
C 1.153 -0.010 0.230 0.21
C 2.495 0.080 -0.334 -0.10
O 2.281 -0.123 1.062 -0.48
C 0.076 1.062 0.321 -0.42
H -2.383 -0.481 1.081 0.20
H -2.809 0.924 0.090 0.21
H -2.891 -0.704 -0.598 0.21
H -0.834 0.229 -1.465 0.20
H -0.185 -1.552 0.946 0.21
H 0.314 -1.868 -0.742 0.21
H 2.911 -0.776 -0.868 0.18
H 2.913 1.049 -0.607 0.18
H 0.259 2.025 -0.167 0.21
H -0.214 1.234 1.365 0.21
```

LUMO: 1.0439 eV
frontier orbital gap: 11.0798 eV
energy above the lowest of the compared OMol25 structures with the same formula, charge and spin: 31.7 kcal per mole
max |F|: 0.32 eV/Å
electronic energy: -309.791858 a.u.
SMILES: C[C@H]1C[C@]2(CO2)C1

***

Computed, not measured: C6H10O2 as an isolated structure, with ωB97M-V with the def2-TZVPD basis set.

```
18
Properties=species:S:1:pos:R:3:nbo_charge:R:1
C -3.086 0.531 -0.115 -0.71
C -1.809 -0.272 0.003 0.58
C -0.718 0.419 0.688 -0.50
C 0.691 -0.388 0.608 -0.51
C 1.816 0.261 0.003 0.52
C 3.089 -0.598 -0.140 -0.70
H -3.923 0.161 -0.638 0.23
H -3.560 0.610 0.877 0.23
H -2.971 1.784 -0.505 0.22
H -0.968 0.377 1.558 0.20
H -0.445 1.500 0.134 0.28
H 0.299 -1.575 0.018 0.29
H 1.178 -0.940 1.716 0.23
H 2.832 -1.458 -0.700 0.23
H 4.008 0.164 -0.789 0.22
H 3.684 -0.797 0.926 0.24
O -1.721 -1.268 -0.602 -0.52
O 1.717 1.325 -0.508 -0.54
```

LUMO: 0.7380 eV
frontier orbital gap: 10.5204 eV
energy above the lowest of the compared OMol25 structures with the same formula, charge and spin: 121.0 kcal per mole
max |F|: 12.47 eV/Å
electronic energy: -384.909574 a.u.

***

Computed, not measured: one molecule with the formula C6H10O2, with ωB97M-V with the def2-TZVPD basis set.

```
18
Properties=species:S:1:pos:R:3:nbo_charge:R:1
C 2.057 0.136 -1.030 -0.67
C 1.447 0.898 0.099 0.14
O 1.115 0.415 1.332 -0.48
C -0.001 -0.094 0.671 0.23
C -0.179 -1.575 0.735 -0.67
C -1.091 0.821 0.315 -0.01
C -2.425 0.394 -0.116 -0.11
O -1.536 0.930 -1.081 -0.52
H 2.148 -0.920 -0.777 0.22
H 1.452 0.218 -1.938 0.23
H 3.054 0.536 -1.245 0.21
H 1.538 1.984 0.078 0.18
H -1.133 -1.834 1.202 0.23
H -0.151 -2.034 -0.262 0.23
H 0.633 -2.020 1.317 0.24
H -0.992 1.796 0.790 0.20
H -3.285 1.014 0.131 0.18
H -2.651 -0.664 -0.223 0.18
```

LUMO: 0.9705 eV
frontier orbital gap: 8.8422 eV
energy above the lowest of the compared OMol25 structures with the same formula, charge and spin: 99.1 kcal per mole
max |F|: 2.50 eV/Å
electronic energy: -384.944429 a.u.
SMILES: C[C@@H]1O[C@@]1(C)[C@@H]1CO1